# 1
Below is a cluster of 8 separate species, C24H48O24 in total in a non-equilibrium geometry, with properties calculated with the ωB97M-V functional and the def2-TZVPD basis.

Element x y z (Å)
C -0.19090 0.56600 -8.01859
O -0.41460 1.67287 -7.19376
C -0.66747 1.46368 -5.88961
O -0.99052 0.41380 -5.32745
O -0.37723 2.63973 -5.23738
C -0.74827 2.86841 -3.83191
H 0.55482 -0.13999 -7.65307
H 0.15354 0.95989 -8.97479
H -1.12573 0.04850 -8.23388
H 0.15086 2.73433 -3.23053
H -1.50178 2.11896 -3.58971
H -1.01566 3.91517 -3.68736
C 1.36319 -1.47877 1.79237
O 0.42140 -0.76860 1.05627
C -0.62926 -1.40711 0.56085
O -0.88413 -2.64553 0.66814
O -1.41645 -0.52383 0.00206
C -2.51625 -1.10082 -0.72354
H 0.80918 -1.69010 2.70698
H 2.24483 -0.84863 1.90960
H 1.54014 -2.43190 1.29404
H -3.15888 -1.75400 -0.13320
H -2.24058 -1.63528 -1.63262
H -3.18172 -0.30793 -1.06497
C 3.11064 -0.60336 -2.68948
O 4.08744 -1.56085 -2.25315
C 4.27691 -2.77663 -2.88273
O 3.77231 -3.01909 -3.99966
O 4.91497 -3.61512 -2.08669
C 4.96049 -5.01543 -2.26558
H 2.18458 -1.17778 -2.71297
H 3.19633 -0.22851 -3.70940
H 3.06120 0.23643 -1.99637
H 5.79108 -5.44207 -1.70327
H 5.01690 -5.27575 -3.32253
H 3.97676 -5.31482 -1.90402
C 2.62135 -3.64717 12.10898
O 2.29396 -3.23181 10.75567
C 3.32018 -2.98716 9.86085
O 4.51654 -3.35126 9.94798
O 2.81842 -2.04463 8.98303
C 3.58567 -1.22001 8.11371
H 3.11836 -2.80587 12.59197
H 3.30530 -4.49554 12.08417
H 1.72907 -3.88074 12.68982
H 2.99628 -1.01503 7.22001
H 4.51537 -1.74593 7.89648
H 3.81448 -0.29643 8.64543
C -1.93673 -2.31155 5.88102
O -2.50423 -1.22719 5.24968
C -1.87041 -0.01622 5.24728
O -0.90287 0.30439 5.95130
O -2.50351 0.81697 4.33529
C -2.08159 2.10707 4.09052
H -0.84984 -2.27295 5.80849
H -2.22954 -3.32957 5.62413
H -2.14227 -2.28918 6.95123
H -2.76740 2.68921 3.47500
H -1.13458 2.00890 3.55982
H -1.86230 2.61174 5.03143
C 8.06700 0.28284 0.45756
O 7.60668 -0.07963 1.77164
C 8.51189 -0.20865 2.73182
O 9.72415 -0.07112 2.53853
O 7.85617 -0.44561 3.92000
C 8.65546 -0.74334 5.04564
H 8.91791 0.96298 0.41941
H 7.19737 0.79990 0.05197
H 8.39114 -0.57365 -0.13359
H 9.61136 -0.22041 5.01593
H 8.90023 -1.80541 5.05981
H 8.01564 -0.36900 5.84475
C -6.72310 2.43698 -10.74253
O -6.19613 1.40855 -9.96953
C -6.07822 1.50910 -8.67888
O -6.25614 2.52536 -8.00564
O -5.67067 0.31642 -8.27550
C -6.01616 -0.08698 -6.93932
H -6.96765 2.01847 -11.71882
H -6.00314 3.25517 -10.76040
H -7.65108 2.72306 -10.24746
H -5.57470 0.60121 -6.21849
H -5.64469 -1.10359 -6.81047
H -7.07141 -0.08883 -6.66632
C -6.66373 2.75293 0.71128
O -6.33868 3.90424 0.02010
C -6.38709 4.03365 -1.25162
O -6.83874 3.22683 -2.07118
O -5.93911 5.21281 -1.47801
C -5.88093 5.70773 -2.84319
H -7.45591 2.18366 0.22497
H -7.14679 2.99546 1.65782
H -5.79778 2.12104 0.90855
H -6.00670 6.79011 -2.87039
H -6.60696 5.28040 -3.53483
H -4.91732 5.50139 -3.30898

Cartesian forces (eV/Å) of the 6 atoms listed first:
-0.34 -0.89 -1.16
-0.01 0.69 1.55
0.36 -0.67 2.12
0.47 2.19 -1.56
-0.58 -0.14 -0.52
0.68 -1.09 -0.99

## Properties
E_HOMO = -10.62 eV
energy above the lowest of the compared OMol25 structures with the same formula, charge and spin = 437.1 kJ/mol
Kohn-Sham gap = 10.90 eV

# 2
Below is a cluster of 5 separate species, C24H49Br11N2O3P in total in a non-equilibrium geometry, with properties calculated with the ωB97M-V functional and the def2-TZVPD basis.

Element x y z (Å)
C 2.20038 -2.93390 -2.00912
C 3.65437 -3.18865 -2.66493
C 4.66873 -1.93720 -2.59937
C 3.96746 -0.48337 -2.62841
C 4.94310 0.57269 -3.35079
C 5.50359 1.75796 -2.41765
C 4.45107 2.38354 -1.37671
C 2.96671 2.63400 -1.94758
C 1.93345 2.08374 -0.79531
C 0.40257 2.52956 -1.07519
N -0.40660 1.27020 -1.20451
C -1.38636 1.10252 -0.09113
N -0.55976 0.86758 1.16116
C 0.10733 -0.47383 1.10271
C -1.03727 1.12694 -2.55035
C -2.28587 2.12396 -2.80591
O -2.32376 3.35643 -2.39241
O -3.35704 1.63167 -3.56889
P -1.38496 -0.76502 -2.79901
O -2.97344 -1.32179 -2.19888
Br -1.26057 -1.04175 -5.05412
H 2.13126 -2.03223 -1.30701
H 1.41457 -2.94080 -2.85208
H 1.96809 -3.86672 -1.35051
H 4.16232 -4.05446 -2.07490
H 3.51186 -3.53860 -3.75458
H 5.37705 -2.04179 -3.51869
H 5.37375 -1.94750 -1.67445
H 3.66774 -0.22516 -1.55441
H 3.01155 -0.58832 -3.26830
H 4.40936 1.08595 -4.25025
H 5.86905 0.04940 -3.82755
H 6.36764 1.30221 -1.78071
H 5.94538 2.58640 -3.07839
H 4.86822 3.42933 -1.07317
H 4.37359 1.80237 -0.37032
H 2.68491 3.74374 -2.09475
H 2.70400 2.06739 -2.90840
H 2.30709 2.40224 0.24483
H 1.97556 0.93650 -0.84040
H 0.03352 3.06458 -0.10901
H 0.28578 3.22875 -1.99691
H -2.06471 0.17555 -0.19088
H -2.08661 2.01244 0.03623
H -1.14488 0.96452 2.00776
H 0.67027 -0.68717 0.12798
H 0.86201 -0.61232 1.98570
H -0.75238 -1.26352 1.16850
H -0.24158 1.40629 -3.34247
H -2.83111 -2.30654 -2.03856
Br 2.37017 -2.67145 5.40480
C 1.40434 -3.49134 3.92030
C 2.34250 -3.86545 2.80033
Br 2.87190 -2.29793 1.76920
H 0.62716 -2.78915 3.61794
H 0.93681 -4.38247 4.34488
H 1.84345 -4.52104 2.08362
H 3.25896 -4.34452 3.14691
Br -4.52434 5.29134 -6.29740
C -5.07417 4.74808 -4.50576
C -6.56418 4.52599 -4.43531
Br -7.53164 6.21925 -4.36791
H -4.71688 5.51388 -3.81742
H -4.53636 3.81416 -4.31439
H -6.83106 4.00944 -3.51114
H -6.95848 3.96809 -5.28525
Br 1.99120 1.53814 3.23771
C 0.79493 1.89066 4.73644
C 0.58625 0.65282 5.57215
Br -0.64509 -0.58493 4.70366
H -0.12950 2.29198 4.31984
H 1.29344 2.66890 5.31888
H 0.11098 0.90558 6.52252
H 1.50780 0.10302 5.76688
Br -7.94708 -1.79451 -1.15311
C -6.73234 -0.49651 -0.34847
C -6.11995 0.40247 -1.39325
Br -4.69753 -0.52104 -2.37939
H -5.99378 -1.06253 0.22141
H -7.35300 0.08060 0.34199
H -5.62918 1.25852 -0.92371
H -6.84263 0.76229 -2.13006
Br -1.13437 -5.42447 5.94843
C -0.31033 -4.08449 7.10169
C -0.84696 -4.17071 8.50925
Br -2.62689 -3.38606 8.63686
H -0.47736 -3.11423 6.63279
H 0.75719 -4.31254 7.08317
H -0.22821 -3.58451 9.19185
H -0.92222 -5.19319 8.88116

Cartesian forces (eV/Å) of the 6 atoms listed first:
0.02 -1.41 0.05
0.36 -0.11 0.86
0.50 0.18 -0.42
0.26 -1.00 -0.98
0.16 0.96 -0.44
0.30 -0.75 0.78

## Properties
charge = -1
E_HOMO = -4.69 eV
Kohn-Sham gap = 6.08 eV

Respective E_tot values: -2748.93078 -29934.43861 a.u..
Respective LUMO level values: 0.28 1.39 eV.